one | # C5H2

The molecule C5H2 (ωB97M-V/def2-TZVPD, the OMol25 dataset).

Computed properties:
E_HOMO = -9.096 eV
Lowest unoccupied orbital energy = -0.76 eV
HOMO-LUMO gap = 8.3 eV

Structure (XYZ):
```
7
Properties=species:S:1:pos:R:3:lowdin_charge:R:1
C -1.7966 -0.8269 0.0931 0.043
C -1.4120 0.6059 -0.4657 0.012
C -0.4290 -0.7082 0.1320 -0.191
C -0.1674 0.9589 0.1557 -0.024
C 0.9403 -0.0035 0.0656 -0.061
H 1.4339 -0.1715 0.9438 0.073
H 1.4308 0.1453 -0.9245 0.148
```

two | # C5H2

A cluster of 2 separate species, C5H2 in total (ωB97M-V/def2-TZVPD, the OMol25 dataset).

Computed properties:
E_HOMO = -9.686 eV
Lowest unoccupied orbital energy = -2.13 eV
HOMO-LUMO gap = 7.6 eV

Structure (XYZ):
```
7
Properties=species:S:1:pos:R:3:nbo_charge:R:1
C 3.9145 -0.1810 0.1691 0.190
C 2.7311 -0.1866 -0.2659 -0.462
C -0.9054 -1.1587 0.0244 -0.061
C 0.1814 -0.6146 -0.0200 -0.133
C 1.4484 -0.0230 -0.0804 0.061
H -1.9040 -1.4980 -0.0597 0.246
H 1.1577 1.5845 0.3542 0.159
```

In terms of stability, two leads; the second structure lies 73.0 kJ/mol higher.

one | # C2H10O2S2

A cluster of 3 separate species, C2H10O2S2 in total (ωB97M-V/def2-TZVPD, the OMol25 dataset).

Computed properties:
E_HOMO = -8.411 eV
Lowest unoccupied orbital energy = -0.03 eV
SMILES = CCSS.O.O
HOMO-LUMO gap = 8.4 eV

Structure (XYZ):
```
16
Properties=species:S:1:pos:R:3:nbo_charge:R:1
C 0.6160 -0.5321 3.1284 -0.636
C 0.5989 0.8882 2.5468 -0.550
S -0.6804 0.9529 1.2539 0.166
S 0.4083 0.3334 -0.4285 -0.292
H 1.5446 -0.8518 3.5905 0.217
H -0.3084 -0.7169 3.6828 0.209
H 0.4783 -1.3238 2.3882 0.220
H 0.4000 1.5727 3.3702 0.225
H 1.5983 1.0781 2.1595 0.238
H 0.8343 0.7749 -1.6528 0.200
H -3.1595 -3.0435 -3.4066 0.458
H -3.4633 -3.1300 -2.0250 0.460
O -3.2975 -2.4320 -2.6738 -0.917
H 3.4251 0.1534 -3.1725 0.480
H 2.5035 -0.8556 -3.9920 0.481
O 2.5425 -0.2010 -3.2947 -0.958
```

two | # C2H10O2S2

A cluster of 3 separate species, C2H10O2S2 in total (ωB97M-V/def2-TZVPD, the OMol25 dataset).

Computed properties:
E_HOMO = -7.841 eV
Lowest unoccupied orbital energy = 0.28 eV
SMILES = CSSC.O.O
HOMO-LUMO gap = 8.1 eV

Structure (XYZ):
```
16
Properties=species:S:1:pos:R:3:nbo_charge:R:1
C -2.0543 1.3312 -0.5257 -0.750
S -0.9056 -0.0485 -0.4382 0.090
S 0.7556 0.7376 0.3784 -0.020
C 0.6481 2.4642 1.2418 -0.706
H -1.6102 2.2349 -0.7115 0.216
H -2.5436 1.2742 0.4249 0.218
H -2.9661 1.1359 -1.1668 0.246
H 0.8302 2.1090 2.3658 0.232
H -0.3687 2.8352 1.0061 0.229
H 1.5594 3.1338 1.0252 0.246
H 0.0180 -1.6747 1.6413 0.467
H 0.0873 -3.1244 1.7145 0.465
O 0.5255 -2.3835 1.2961 -0.932
H 1.8506 -1.8307 -1.5187 0.472
H 0.3243 -2.1808 -1.5927 0.475
O 1.1815 -2.3303 -2.1121 -0.947
```

three | # C2H10O2S2

A cluster of 3 separate species, C2H10O2S2 in total (ωB97M-V/def2-TZVPD, the OMol25 dataset).

Computed properties:
E_HOMO = -7.696 eV
Lowest unoccupied orbital energy = 0.29 eV
SMILES = CSSC.O.O
HOMO-LUMO gap = 8.0 eV

Structure (XYZ):
```
16
Properties=species:S:1:pos:R:3:nbo_charge:R:1
C 1.0481 -2.2436 -1.0695 -0.717
S 2.5041 -1.4300 -0.2287 0.059
S 2.3367 0.6441 -0.6060 0.063
C 0.6714 1.0633 -1.2121 -0.750
H 0.7036 -1.5605 -1.8586 0.217
H 1.3839 -3.2414 -1.3938 0.237
H 0.2292 -2.3049 -0.3497 0.216
H 0.7385 2.0128 -1.7567 0.238
H 0.1165 0.2919 -1.7196 0.214
H 0.1276 1.2229 -0.2860 0.220
H -0.7536 1.5085 3.1828 0.457
H -1.6185 0.3789 2.9351 0.470
O -0.6775 0.5636 3.0281 -0.928
H -2.3612 0.3294 0.1648 0.468
H -2.1012 1.7655 0.3085 0.468
O -2.3474 0.9993 0.8613 -0.934
```

In terms of stability, three leads; the second structure lies 71.6 kJ/mol higher.

one | # C4H6ClN

A structure of composition C4H6ClN (ωB97M-V/def2-TZVPD, the OMol25 dataset).

Computed properties:
E_HOMO = -8.348 eV
Lowest unoccupied orbital energy = 1.02 eV
HOMO-LUMO gap = 9.4 eV

Structure (XYZ):
```
12
Properties=species:S:1:pos:R:3:nbo_charge:R:1
C 0.5444 1.6087 -0.1798 -0.324
C 1.1761 0.4600 -0.3190 0.120
C -0.6279 0.9147 0.4830 -0.226
C -0.4316 -1.5136 -0.1426 -0.423
N 0.1787 -0.3351 0.3073 -0.421
Cl 2.6897 -0.0867 -0.8326 0.053
H 0.6052 2.6550 0.0443 0.222
H -0.9431 1.0208 1.5378 0.214
H -1.5363 0.9311 -0.2899 0.187
H -1.4195 -1.6264 0.1473 0.209
H -0.3173 -1.7791 -1.2056 0.187
H 0.0817 -2.2495 0.4498 0.202
```

two | # C4H6ClN

The molecule C4H6ClN (ωB97M-V/def2-TZVPD, the OMol25 dataset).

Computed properties:
E_HOMO = -9.438 eV
Lowest unoccupied orbital energy = 0.86 eV
SMILES = CC#C[C@@H](N)Cl
HOMO-LUMO gap = 10.3 eV

Structure (XYZ):
```
12
Properties=species:S:1:pos:R:3:nbo_charge:R:1
C 0.1755 -0.4661 -1.0737 0.037
C -0.3919 -0.2123 -0.0453 -0.080
C 0.9147 -0.9917 -2.1951 -0.695
C -0.9011 0.2526 1.3355 0.010
N 0.0407 0.9919 1.9915 -0.827
Cl -2.4029 1.4509 1.0757 -0.215
H 0.8698 -0.2334 -3.0119 0.239
H 1.9801 -0.9793 -1.6902 0.249
H 0.5722 -1.8905 -2.6710 0.247
H -1.2070 -0.6285 1.9895 0.230
H 0.5547 1.5660 1.3353 0.403
H -0.2048 1.1403 2.9597 0.401
```

In terms of stability, two leads; the second structure lies 34.0 kJ/mol higher.